Arrangement one

Molecular formula: C6H16NO
Method: DFT, the ωB97M-V functional and the def2-TZVPD basis

Geometry as ORCA input:
```
! wB97M-V def2-TZVPD RIJCOSX def2/J DEFGRID3
* xyz 1 1
O -0.30011 0.81612 2.03866
N 2.01503 -0.62562 -0.45545
C 0.64005 -1.21287 -0.54619
C 0.72124 -2.44091 -1.50345
C -2.15370 0.82961 0.42672
C -3.43416 1.21182 0.35046
C -1.10258 1.63835 1.16880
C 2.17379 0.75675 0.08883
H -4.17422 0.63695 -0.28932
H -1.59798 2.48110 1.65634
H 1.69807 1.42046 -0.60188
H 1.67344 0.83374 1.00877
H -0.93154 0.21784 2.40850
H -3.76967 2.17110 0.73516
H 0.87115 -2.08161 -2.53509
H 3.23147 1.01891 0.16707
H -0.24260 -2.93053 -1.40032
H 2.60499 -1.24984 0.12027
H 1.57706 -3.04948 -1.20721
H 2.41483 -0.60317 -1.41842
H -0.02849 -0.43284 -0.89559
H -1.78491 0.01579 -0.21961
H -0.39559 2.11966 0.45696
H 0.29443 -1.54132 0.44602
*
```

The LUMO energy comes out at -0.12082 hartree. Its molar mass is 118.2 Da. The calculation puts the HOMO-LUMO gap at 9.85 eV.

=====

Arrangement two

Molecular formula: C6H16NO
Method: DFT, the ωB97M-V functional and the def2-TZVPD basis

Geometry as ORCA input:
```
! wB97M-V def2-TZVPD RIJCOSX def2/J DEFGRID3
* xyz 1 1
O -0.03272 -3.13585 -1.66708
N 1.15752 -1.95178 0.67139
C -0.73754 3.34640 -0.24319
C 0.00399 0.17980 -1.37344
C 0.45501 -0.95504 1.65451
C -0.73828 -0.20933 0.92365
C 0.03832 2.14996 0.10186
C -0.21438 0.71771 -0.16104
H -0.28530 4.29614 -0.18501
H 1.37792 -1.53975 -0.24280
H 0.33412 0.82787 -2.20688
H 0.53565 -2.80684 0.45858
H 1.22338 -0.25676 2.08198
H -0.82658 -3.62464 -1.68708
H 0.14860 2.15953 1.25884
H -1.39685 3.11416 -1.10714
H 2.04465 -2.26872 1.05865
H 0.15113 -1.55452 2.51988
H 1.03563 2.33344 -0.30262
H 0.66429 -3.27327 -2.38505
H -1.52810 -0.89001 0.50268
H -0.52110 -0.60384 -1.76398
H -1.16248 0.49638 1.73399
H -1.72689 3.44898 0.35930
*
```

The LUMO energy comes out at -0.11855 hartree. Its molar mass is 118.2 Da. The calculation puts the HOMO-LUMO gap at 9.70 eV.

=====

It comes down to arrangement one, which is 13.5 kcal/mol more stable than the next structure.

=====

Arrangement one

Molecular formula: C5H10N2O2S
Method: DFT, the ωB97M-V functional and the def2-TZVPD basis

Geometry as ORCA input:
```
! wB97M-V def2-TZVPD RIJCOSX def2/J DEFGRID3
* xyz 0 1
S -1.07561 -1.21622 0.30353
O 0.32909 -1.74893 1.30940
O 1.26061 -0.28140 2.74376
N -1.31222 0.24884 0.47205
N 1.03604 -0.60206 1.56924
C -2.19849 0.87436 1.38961
C 1.31492 0.04172 0.50030
C 0.96791 0.79515 -1.74909
C 1.11478 -0.43329 -0.90984
C -0.10649 -1.21527 -1.19571
H -2.59672 0.26883 2.16463
H 2.11502 -0.96907 -1.22523
H 1.81766 0.94065 0.69920
H -1.70059 1.70665 1.95434
H -0.75903 -0.73134 -1.87392
H 0.91029 0.53210 -2.75129
H -3.11718 1.42550 1.00201
H 1.85770 1.35997 -1.56117
H 0.11210 1.28729 -1.28464
H 0.03022 -2.28348 -1.55719
*
```

The LUMO energy comes out at 0.02099 hartree. Its molar mass is 162.2 Da. The calculation puts the HOMO-LUMO gap at 9.00 eV.

=====

Arrangement two

Molecular formula: C5H10N2O2S
Method: DFT, the ωB97M-V functional and the def2-TZVPD basis

Geometry as ORCA input:
```
! wB97M-V def2-TZVPD RIJCOSX def2/J DEFGRID3
* xyz 0 1
S 1.88002 -0.10776 -0.32432
O 3.03862 -0.08918 -1.12814
O -0.24066 2.15893 1.27620
N 2.22500 -1.69600 1.60411
N 1.50799 1.22101 0.30406
C -0.69797 0.37396 -0.24507
C -1.46301 -0.56796 0.67598
C 0.17639 1.34257 0.55801
C 0.20158 -0.41563 -1.15207
C -1.75500 1.08551 -1.00591
H 2.87680 -1.13394 2.09911
H -2.32965 0.53021 -1.69798
H -0.15740 -1.51309 -1.22986
H -2.28598 -0.06306 1.28006
H -2.27768 1.65671 -0.19411
H 2.80032 -2.38597 1.25807
H -1.32374 1.89345 -1.52323
H -1.92278 -1.28922 0.15415
H -0.81214 -1.10487 1.41360
H 0.55930 0.10434 -2.12264
*
```

The LUMO energy (alpha / beta) comes out at -0.04323 / -0.06513 hartree. Its molar mass is 162.2 Da. The calculation puts the HOMO-LUMO gap (alpha / beta) at 8.05 / 8.31 eV.

=====

It comes down to arrangement two, which is 34.3 kcal/mol more stable than the next structure.

=====

Arrangement one

Molecular formula: C2H8N2S2
Method: DFT, the ωB97M-V functional and the def2-TZVPD basis

Geometry as ORCA input:
```
! wB97M-V def2-TZVPD RIJCOSX def2/J DEFGRID3
* xyz 0 1
S 0.07001 1.63811 -3.26240
S 1.38526 0.09899 -3.44403
N 0.44986 -1.71227 4.83777
N -1.58047 -1.72058 5.91334
C -1.26031 0.93304 -2.35022
C -0.42821 -1.01393 5.43303
H -1.68121 1.67856 -1.64282
H -1.57133 -1.91308 6.90107
H -2.16644 0.87033 -2.96195
H 2.31540 -0.08754 -2.46462
H 1.22818 -1.08227 4.62031
H -0.53446 0.05005 5.62444
H -1.22360 -0.02210 -1.84420
H -1.59221 -2.61056 5.43877
*
```

The LUMO energy comes out at 0.01776 hartree. Its molar mass is 124.2 Da. The calculation puts the HOMO-LUMO gap at 9.54 eV. The SMILES is [H]/N=C/N.CSS.

=====

Arrangement two

Molecular formula: C2H8N2S2
Method: DFT, the ωB97M-V functional and the def2-TZVPD basis

Geometry as ORCA input:
```
! wB97M-V def2-TZVPD RIJCOSX def2/J DEFGRID3
* xyz 0 1
S 2.00056 1.75481 0.33953
S 3.95730 0.84954 0.60068
N 0.11503 -0.36771 -1.61529
N -2.33525 -0.37211 1.27808
C -0.98811 -0.64377 -0.73967
C -1.13180 -0.20796 0.53187
H 1.76153 0.87866 -0.67131
H -2.17011 -0.13870 2.25729
H -1.75018 -1.28147 -1.20179
H 0.71066 -1.15927 -1.81720
H 3.47668 0.05837 1.55903
H -3.08446 0.25633 0.96182
H -0.34332 0.38189 1.01237
H -0.21854 -0.00861 -2.49543
*
```

The LUMO energy comes out at 0.00899 hartree. Its molar mass is 124.2 Da. The calculation puts the HOMO-LUMO gap at 8.96 eV. The SMILES is N/C=C/N.SS.

=====

It comes down to arrangement two, which is 1.6 kcal/mol more stable than the next structure.

=====

Arrangement one

Molecular formula: C3H4I2
Method: DFT, the ωB97M-V functional and the def2-TZVPD basis

Geometry as ORCA input:
```
! wB97M-V def2-TZVPD RIJCOSX def2/J DEFGRID3
* xyz 0 1
I 1.19172 0.10571 2.54564
I 2.48465 1.76786 -0.77264
C 0.37295 0.47111 0.63347
C -0.16982 -0.70804 -0.03301
C -0.96302 -0.50524 -1.01132
H -1.25505 0.52730 -1.13201
H 0.20045 -1.68691 0.30697
H -1.55786 -1.37083 -1.27098
H -0.30400 1.39903 0.73388
*
```

The LUMO energy (alpha / beta) comes out at -0.07798 / -0.06874 hartree. Its molar mass is 293.9 Da. The calculation puts the HOMO-LUMO gap (alpha / beta) at 6.73 / 7.19 eV.

=====

Arrangement two

Molecular formula: C3H4I2
Method: DFT, the ωB97M-V functional and the def2-TZVPD basis

Geometry as ORCA input:
```
! wB97M-V def2-TZVPD RIJCOSX def2/J DEFGRID3
* xyz 0 1
I 1.71421 -1.76182 -0.10458
I 2.35186 1.70431 0.27945
C -1.17561 -0.40226 -0.69842
C -0.44665 0.51934 -0.10640
C 0.88398 0.06808 0.41834
H -0.72655 -1.42638 -0.88912
H -2.12504 -0.39345 -1.02796
H -0.81823 1.49867 0.08834
H 0.34202 0.19350 2.04035
*
```

The LUMO energy comes out at -0.01929 hartree. Its molar mass is 293.9 Da. The calculation puts the HOMO-LUMO gap at 8.62 eV.

=====

It comes down to arrangement one, which is 28.4 kcal/mol more stable than the next structure.

=====

Arrangement one

Molecular formula: C2H6O3
Method: DFT, the ωB97M-V functional and the def2-TZVPD basis

Geometry as ORCA input:
```
! wB97M-V def2-TZVPD RIJCOSX def2/J DEFGRID3
* xyz 0 1
O 1.18134 -0.69882 0.06871
O -1.75555 0.36623 1.00697
O -2.81842 -1.12355 -0.39927
C -1.91930 -0.40227 -0.09879
C 1.63074 0.61222 -0.27767
H -1.08573 -0.21148 -0.78832
H 0.91880 1.32419 0.12714
H 2.62209 0.81460 0.14436
H -2.45322 0.01067 1.57649
H 1.76414 0.64427 -1.36189
H 1.91510 -1.33608 0.00228
*
```

The LUMO energy comes out at 0.02866 hartree. Its molar mass is 78.1 Da. The calculation puts the HOMO-LUMO gap at 11.34 eV. The SMILES is O=CO.CO.

=====

Arrangement two

Molecular formula: C2H6O3
Method: DFT, the ωB97M-V functional and the def2-TZVPD basis

Geometry as ORCA input:
```
! wB97M-V def2-TZVPD RIJCOSX def2/J DEFGRID3
* xyz 0 1
O -0.86928 -0.50348 0.25905
O 1.74262 1.16462 0.00983
O 2.11872 -1.04073 -0.13282
C -2.18573 0.03237 0.01601
C 2.48804 0.24000 -0.18291
H -0.42910 0.16112 0.79889
H 3.52470 0.41056 -0.50311
H -2.29104 1.02237 0.46361
H -2.33324 0.16303 -1.05013
H 1.13623 -1.00108 -0.13712
H -2.90191 -0.64879 0.45870
*
```

The LUMO energy comes out at 0.03396 hartree. Its molar mass is 78.1 Da. The calculation puts the HOMO-LUMO gap at 11.60 eV. The SMILES is O=CO.CO.

=====

It comes down to arrangement two, which is 5.8 kcal/mol more stable than the next structure.

=====

Arrangement one

Molecular formula: C5H10OS
Method: DFT, the ωB97M-V functional and the def2-TZVPD basis

Geometry as ORCA input:
```
! wB97M-V def2-TZVPD RIJCOSX def2/J DEFGRID3
* xyz 0 1
S -2.41207 0.27885 0.46591
O -4.11632 0.50889 0.44934
C 2.08166 0.82338 -0.56965
C 0.60377 -0.64721 0.92660
C -2.54961 -1.04216 -0.87128
C 1.22359 0.15011 0.12329
C 3.44848 1.03486 0.04364
H -3.11019 -0.55918 -1.63798
H 3.54833 0.70558 1.07277
H -3.15230 -1.81146 -0.41214
H -1.62085 -1.46985 -1.30659
H -0.06300 -0.39320 1.63777
H 1.90881 1.24839 -1.51145
H -4.57569 0.02216 1.22896
H 4.32638 0.66827 -0.52563
H 0.72356 -1.60088 0.58575
H 3.73544 2.08345 0.30069
*
```

The LUMO energy comes out at 0.02161 hartree. Its molar mass is 118.2 Da. The calculation puts the HOMO-LUMO gap at 9.38 eV. The SMILES is C=C=CC.CSO.

=====

Arrangement two

Molecular formula: C5H10OS
Method: DFT, the ωB97M-V functional and the def2-TZVPD basis

Geometry as ORCA input:
```
! wB97M-V def2-TZVPD RIJCOSX def2/J DEFGRID3
* xyz 0 1
S -3.04567 -0.59084 -0.46451
O -0.26992 0.94577 -0.67006
C 0.15280 2.09750 0.01084
C 0.67927 -1.15948 0.18441
C -0.34561 -0.20595 0.06989
C -1.72062 -0.37804 0.71716
C 2.03396 -1.30912 -0.50891
H 0.55411 -1.99549 0.95571
H 2.80058 -0.95212 0.33397
H -1.94209 -1.29622 1.32588
H 2.09176 -0.66072 -1.44339
H 2.27360 -2.40800 -0.84975
H 0.44913 2.79217 -0.80626
H -1.86887 0.62857 1.23637
H -0.44815 2.57947 0.83155
H 1.10266 1.78950 0.56763
H -2.49694 0.12303 -1.49052
*
```

The LUMO energy comes out at 0.03235 hartree. Its molar mass is 118.2 Da. The calculation puts the HOMO-LUMO gap at 9.70 eV. The SMILES is C/C=C(/CS)OC.

=====

Arrangement three

Molecular formula: C5H10OS
Method: DFT, the ωB97M-V functional and the def2-TZVPD basis

Geometry as ORCA input:
```
! wB97M-V def2-TZVPD RIJCOSX def2/J DEFGRID3
* xyz 0 1
S -0.19885 1.14875 -2.11854
O 0.94809 -1.90568 2.58282
C -0.04158 1.37762 -0.30431
C 0.77097 -0.35580 -2.47400
C -0.58229 -0.83522 1.13904
C -0.93674 0.61166 0.66028
C 0.42475 -0.89099 2.24106
H -1.02596 1.21791 1.62093
H 0.13062 -1.19911 -2.20093
H 1.01033 1.46798 0.04401
H -1.45260 -1.45211 1.40437
H -0.52935 2.32813 -0.16436
H -0.25369 -1.39700 0.22933
H -1.90985 0.60239 0.12850
H 1.69680 -0.54570 -1.86569
H 0.84422 0.12380 2.64907
H 1.10512 -0.29663 -3.57158
*
```

The LUMO energy comes out at 0.03041 hartree. Its molar mass is 118.2 Da. The calculation puts the HOMO-LUMO gap at 9.66 eV. The SMILES is CSCCCC=O.

=====

It comes down to arrangement three, which is 27.0 kcal/mol more stable than the next structure.